(1)
{
  "formula": "C27H35AsMnN4O6",
  "method": "ωB97M-V with the def2-TZVPD basis set",
  "species": ["C", "C", "H", "C", "H", "C", "C", "H", "C", "H", "H", "C", "O", "H", "H", "As", "C", "H", "C", "C", "H", "H", "N", "H", "C", "H", "H", "H", "H", "C", "H", "C", "Mn", "H", "H", "N", "C", "C", "H", "C", "C", "N", "H", "O", "C", "C", "H", "H", "N", "H", "O", "C", "C", "C", "H", "C", "O", "O", "H", "H", "H", "H", "C", "H", "O", "H", "C", "H", "H", "H", "H", "H", "C", "C"],
  "xyz": [[-1.69188, 3.43338, -2.56687], [-0.73206, 2.79303, 2.23376], [4.03692, -3.21815, -0.13346], [-4.89826, -1.43891, 0.19655], [-2.89400, -0.29448, -3.72787], [-4.71339, -0.18170, 0.77894], [-2.49791, -1.71040, 0.00266], [-0.28137, 3.12218, 1.29613], [0.57381, -3.39608, 3.04061], [0.20576, -4.41983, 3.10868], [-3.92929, -3.18388, -0.65393], [-1.47306, 0.95820, 3.66618], [3.10935, 2.21597, -3.11403], [-3.26768, 1.26893, 1.47884], [-1.96178, 3.96798, 5.19187], [-0.50091, 0.17923, 1.00974], [-2.90029, 0.52301, -2.99653], [3.38840, 2.87585, -3.77007], [-0.93591, 1.42674, 2.46622], [-3.41936, 0.29770, 1.00374], [-2.62003, 3.25146, -3.12078], [2.82223, -3.12220, 1.15365], [2.59593, 0.61961, -0.47556], [2.38636, -3.81539, -0.42038], [-1.51179, 0.86130, -2.59076], [4.52683, -0.53569, 1.65336], [0.37159, -1.98094, -4.83095], [2.20812, -3.71248, 4.41705], [2.47849, 2.50247, -0.54688], [-3.79308, -2.19963, -0.19634], [1.39849, 1.32922, -3.93201], [1.69985, -2.99922, 3.76676], [0.95521, 0.35888, -1.37427], [2.62146, 0.21955, -3.21129], [-0.98540, 4.77342, 3.04188], [1.45386, -1.45013, -1.09320], [4.61152, -0.40998, 0.56567], [2.97630, -3.03592, 0.07036], [1.73247, -1.86678, -5.52296], [3.29372, -0.47915, -0.10273], [-1.11686, 3.70615, 3.21972], [0.21218, 2.09296, -1.65300], [-5.57179, 0.42880, 1.07503], [0.63456, -2.49511, -1.36231], [1.50031, -0.76491, 2.86999], [2.16906, -1.68664, 3.67699], [-1.59544, -0.11397, 3.83468], [-1.63599, -2.29629, -0.32378], [-0.57371, -0.11922, -2.43696], [-2.28093, 1.52388, 5.58247], [3.11510, 1.84507, -0.13406], [2.47653, 1.13208, -3.81155], [-0.10019, -2.47603, 2.23037], [-1.67004, 3.25200, 4.42359], [-3.49716, 0.19822, -2.13201], [2.59369, -1.68693, -0.39851], [0.85579, -2.27245, -5.62495], [0.82517, 3.12517, -1.16611], [-0.99968, -2.76237, 1.68864], [2.91436, 0.97445, -4.81181], [-5.90977, -1.82587, 0.04972], [-3.40285, 1.38530, -3.44540], [-1.84898, 1.88203, 4.64804], [3.04791, -1.36606, 4.24541], [-0.77353, -1.28571, -2.99622], [-1.06608, 4.09774, -3.18011], [0.36889, -1.16768, 2.14971], [5.25610, -1.22074, 0.20053], [-0.02734, -2.07887, -2.10410], [1.83634, 0.27318, 2.82103], [5.09269, 0.55000, 0.35906], [-1.94647, 3.96379, -1.63905], [-2.31361, -0.48835, 0.66099], [-1.00746, 2.14927, -2.27783]],
  "forces_ev_per_a": [[-0.305, 0.242, 0.011], [-0.274, -0.256, 0.390], [-0.121, 0.034, 0.089], [0.043, 0.028, 0.029], [0.029, 0.167, 0.245], [0.158, -0.004, -0.082], [-0.251, -0.028, 0.159], [-0.149, 0.034, 0.206], [0.007, 0.131, 0.022], [0.114, 0.255, 0.040], [0.003, 0.403, 0.119], [-0.036, 0.284, 0.107], [-0.029, -0.369, -0.624], [-0.128, -0.300, -0.117], [0.067, -0.178, -0.219], [-0.353, -0.172, 0.911], [-0.099, 0.099, -0.776], [-0.189, -0.269, 0.402], [0.445, 0.355, -0.638], [-0.041, -0.142, 0.109], [0.260, 0.083, 0.191], [0.003, 0.116, -0.087], [3.681, -0.843, 2.062], [0.059, 0.305, 0.053], [1.590, -2.876, 0.315], [-0.138, 0.048, -0.186], [0.028, -0.128, -0.315], [-0.135, 0.180, -0.211], [0.036, -0.221, 0.054], [0.099, 0.064, -0.037], [0.222, -0.112, -0.071], [-0.052, -0.084, -0.071], [-2.225, 0.814, -0.460], [0.106, 0.075, -0.225], [-0.011, -0.261, 0.114], [2.519, -3.109, 1.465], [0.421, -0.058, -0.049], [0.234, -0.318, -0.098], [-0.385, -0.268, -0.161], [-0.900, 3.890, -0.351], [-0.016, -0.091, 0.116], [-1.999, 1.807, -0.976], [0.309, -0.264, -0.141], [0.634, 0.711, 0.144], [-0.021, -0.212, -0.091], [-0.027, 0.161, -0.052], [-0.027, 0.317, -0.035], [-0.310, 0.139, 0.067], [-2.289, 2.131, -1.230], [0.132, 0.138, -0.221], [-0.390, -0.708, -0.332], [0.110, 0.638, -0.109], [0.286, -0.049, 0.216], [0.065, -0.108, -0.275], [0.293, 0.040, -0.032], [-3.630, -0.772, -1.841], [0.280, 0.459, 0.572], [-0.318, -0.770, -0.310], [0.269, -0.066, 0.183], [-0.158, -0.122, 0.421], [0.362, 0.123, 0.031], [0.082, -0.201, 0.116], [0.172, -0.070, -0.299], [-0.350, -0.171, -0.156], [0.140, -0.985, 0.674], [-0.008, -0.200, 0.301], [-0.208, -0.009, -0.317], [-0.171, 0.187, 0.088], [-0.150, -0.191, -0.259], [-0.034, -0.224, 0.029], [-0.148, -0.169, 0.081], [0.153, -0.044, -0.184], [0.155, -0.040, -0.273], [2.510, 1.003, 1.777]],
  "lowdin_spin": [0.009, 0.001, 0.002, 0.001, 0.001, 0.000, 0.001, 0.000, 0.000, 0.000, 0.000, 0.003, 0.003, 0.000, 0.000, 0.043, 0.006, 0.000, 0.013, 0.002, 0.000, 0.004, 0.002, 0.000, 0.052, 0.004, 0.000, 0.000, 0.001, 0.000, 0.003, 0.001, 3.705, 0.008, 0.000, -0.016, 0.008, 0.008, 0.000, 0.054, 0.000, -0.036, 0.000, -0.015, 0.001, 0.000, 0.000, 0.000, -0.008, 0.000, 0.003, 0.022, 0.002, 0.000, 0.003, 0.058, 0.000, -0.023, 0.000, 0.003, 0.000, 0.001, 0.001, 0.000, -0.015, 0.003, 0.004, 0.001, 0.000, 0.000, 0.000, 0.004, 0.005, 0.066],
  "multiplicity": 5,
  "total_charge": 1,
  "homo_energy_ev": [-10.58, -10.77]
}



(2)
{
  "formula": "C10H12I2",
  "method": "ωB97M-V with the def2-TZVPD basis set",
  "species": ["H", "H", "C", "H", "C", "C", "H", "C", "C", "C", "H", "H", "H", "H", "H", "I", "H", "C", "C", "I", "C", "C", "H", "H"],
  "xyz": [[1.18374, -3.15380, 1.28046], [0.36516, -2.10436, -0.99222], [-0.02113, 1.80708, -0.26366], [0.91252, 1.99734, 0.33417], [-0.61773, 2.79074, -1.07420], [1.86493, -2.75299, 0.54300], [0.51655, 0.69742, 2.58766], [-0.67318, 0.53843, 0.00716], [-0.07754, -0.40544, 0.91419], [-2.32280, 1.34496, -1.60916], [-2.51915, -0.53955, -0.71866], [2.04432, -3.69022, -0.06239], [1.86107, 0.20158, 1.68893], [0.82477, -0.97696, 2.71159], [-0.06077, 3.76621, -1.17197], [2.51423, -0.53589, -1.37991], [-3.33480, 1.20273, -1.99192], [1.18209, -1.75295, -0.25274], [-1.74653, 2.54553, -1.83854], [-1.52124, -1.96133, 1.61309], [-1.79042, 0.30697, -0.87666], [0.85861, -0.11037, 1.94771], [2.90172, -2.49737, 1.02023], [-2.34443, 3.28224, -2.41614]],
  "forces_ev_per_a": [[-0.174, 0.134, 0.686], [1.442, 0.398, 1.418], [-0.364, -0.882, 1.522], [-1.097, 0.186, -0.863], [2.286, 1.081, -0.369], [2.163, -2.107, 0.774], [-0.371, 0.516, 0.115], [-0.240, 1.856, -3.123], [0.307, -4.201, -2.857], [-1.663, -1.609, -0.876], [1.361, 0.661, -0.150], [0.101, 1.008, 0.208], [0.346, -0.372, -0.563], [0.843, 1.224, -1.396], [-0.727, -1.097, 0.160], [-0.214, -0.048, 0.153], [0.319, -0.260, -0.256], [-3.180, 2.538, -1.315], [-0.142, 1.418, 0.722], [0.405, 0.766, -0.264], [-0.605, -0.551, 2.584], [0.304, -0.285, 4.086], [-2.130, -0.066, -0.848], [1.028, -0.308, 0.452]],
  "lowdin_charge": [0.016, 0.068, -0.064, 0.108, -0.091, -0.294, 0.086, -0.312, -0.672, -0.137, 0.073, 0.095, 0.067, 0.077, 0.119, 0.823, 0.109, -0.749, -0.104, 0.858, -0.072, -0.235, 0.108, 0.121],
  "total_charge": 0,
  "e_above_lowest_kj_mol": 71.1,
  "homo_energy_ev": -8.20
}



(3)
{
  "formula": "C5H9O4S2",
  "method": "ωB97M-V with the def2-TZVPD basis set",
  "species": ["H", "C", "O", "C", "C", "H", "C", "C", "H", "H", "H", "S", "H", "O", "H", "O", "H", "O", "H", "S"],
  "xyz": [[-2.36723, 1.62279, 2.90064], [-0.99487, 0.34717, 1.69567], [1.60199, 0.52241, 2.01197], [1.02080, 0.38845, -0.58514], [-1.20191, 1.76495, 1.43203], [0.40929, -0.14727, -1.31630], [-2.26779, -0.67974, 0.04503], [2.41771, -0.02249, -0.83756], [2.56766, -1.11425, -0.66146], [3.32553, 0.49407, -0.27657], [-1.99945, -1.67416, 0.20248], [-1.64339, -0.06855, 3.29679], [-3.32411, -0.31468, 0.07141], [0.62061, -1.59373, 1.18511], [-1.57567, -0.18049, -0.68022], [-2.02479, 2.42622, 2.31151], [0.87592, 1.41202, -0.71486], [-0.80970, 2.25274, 0.36115], [2.42036, 0.08763, -1.85743], [0.59253, -0.15916, 1.20225]],
  "forces_ev_per_a": [[0.829, 0.899, -0.242], [-3.015, -1.619, 0.375], [-0.827, -0.269, -0.443], [-0.895, -1.641, 1.981], [-1.852, 2.422, -1.878], [-0.296, -0.044, 0.457], [1.962, 3.920, 0.411], [2.592, -1.116, 2.844], [-0.213, 0.674, 0.022], [-2.272, -0.625, -1.228], [0.020, -1.528, 0.551], [0.707, -1.105, -0.277], [1.223, -0.398, 0.261], [-0.009, -0.753, -0.131], [-1.295, -0.516, 0.252], [0.887, -1.210, -1.481], [-0.346, 1.558, 0.177], [-0.496, 0.273, 2.017], [1.198, 0.455, -2.705], [2.099, 0.621, -0.963]],
  "lowdin_charge": [-0.030, -0.778, -0.338, -0.276, -0.616, 0.091, 0.071, -0.167, 0.083, 0.125, -0.018, 0.492, 0.040, -0.350, 0.000, -0.040, 0.056, 0.008, 0.030, 0.616],
  "total_charge": -1,
  "e_above_lowest_kj_mol": 254.7,
  "homo_energy_ev": [-3.76, -3.76]
}



(4)
{
  "formula": "C9H10N4O",
  "method": "ωB97M-V with the def2-TZVPD basis set",
  "species": ["N", "C", "H", "H", "H", "O", "N", "N", "C", "C", "C", "C", "H", "H", "H", "N", "C", "C", "H", "C", "H", "C", "H", "H"],
  "xyz": [[-2.83956, -0.44572, 1.04941], [-0.94322, 0.95084, -1.04480], [2.76159, -2.83224, -1.24646], [4.20542, -1.60772, 0.21990], [0.78407, 0.43281, 1.78609], [-0.62165, 2.10282, -0.44194], [-2.95807, -1.33169, -0.01572], [-1.89464, -1.38656, -0.65401], [1.22947, -0.26157, 1.17684], [-1.77718, 2.90257, 0.08229], [3.16027, -1.38071, 0.27855], [2.60549, -0.45807, 1.12896], [-1.42405, 3.88194, 0.19774], [-2.22176, 2.43135, 0.95617], [-1.85423, 0.96487, -1.48664], [-1.70511, -0.04200, 1.09891], [1.00830, -1.82844, -0.64065], [-0.96371, -0.62841, 0.03225], [-2.71105, 3.05684, -0.63616], [0.39714, -0.91089, 0.22531], [-0.17638, 0.66804, -1.85107], [2.36211, -2.01824, -0.60590], [0.28896, -2.28311, -1.39645], [3.28776, 0.02329, 1.78737]],
  "forces_ev_per_a": [[-2.510, -0.460, 0.791], [3.293, -1.276, -0.271], [-0.068, 0.831, 0.309], [0.473, 0.206, 0.383], [-0.776, 1.542, 1.613], [-1.458, 0.941, 0.722], [-1.661, -0.699, -1.505], [0.725, -1.355, -0.183], [0.212, -1.326, -2.389], [-1.614, -1.510, -1.977], [0.502, 0.278, -0.162], [-0.428, -0.221, 0.512], [0.811, 1.112, 0.684], [0.553, 0.106, 0.250], [-3.215, -0.210, -0.996], [3.204, 1.176, 0.847], [-2.397, 0.409, -0.900], [-2.227, 4.139, -0.345], [2.168, -0.902, 0.692], [3.925, -1.201, 0.367], [-0.736, 0.201, 1.597], [-0.309, -2.631, -1.662], [1.463, 0.215, 0.965], [0.070, 0.632, 0.657]],
  "lowdin_charge": [-0.003, -0.077, 0.121, 0.104, 0.080, -0.130, 0.006, 0.075, 0.008, -0.024, -0.105, -0.065, 0.058, 0.068, 0.070, 0.066, -0.038, -0.428, 0.132, -0.200, 0.160, -0.110, 0.134, 0.098],
  "total_charge": 0,
  "e_above_lowest_kj_mol": 450.3,
  "homo_energy_ev": -9.01
}